ORCA calculation (ωB97M-V/def2-TZVPD) on C3H4S2 as an isolated structure at a distorted geometry.

Cartesian coordinates (Å):
C 0.0613 -0.7656 -0.1720
C 1.0403 0.1516 0.5822
C -1.0905 0.2544 -0.3551
H 0.8281 0.3270 1.6102
H 2.0462 0.0499 0.3216
H -1.7943 0.2531 0.5032
H -1.7983 0.0818 -1.1777
S 0.5346 -1.9379 -1.0470
S 0.1726 1.5857 -0.2655

Output
**ΔE to the lowest compared entry with this formula, charge and spin**: 1.054 eV
**HOMO energy**: -8.8463 eV
**E_LUMO**: -0.1 eV
**Total charge**: 0

ORCA calculation (ωB97M-V/def2-TZVPD) on C3H4S2 as an isolated structure at a distorted geometry.

Cartesian coordinates (Å):
C 0.3443 1.2077 0.7863
C -0.4082 0.0363 0.3236
C 0.0916 -1.1136 -0.5226
S 1.0220 1.5859 -0.6922
S -1.9578 0.4517 0.7345
H 0.3143 1.8535 1.6740
H -0.0911 -2.0221 -0.0224
H 1.1611 -1.1080 -0.7830
H -0.4762 -0.8913 -1.4983

Output
**ΔE to the lowest compared entry with this formula, charge and spin**: 0.668 eV
**HOMO energy (spin up / spin down)**: -7.0861 / -8.3190 eV
**<S²>**: 2.024
**E_LUMO (spin up / spin down)**: 0.0 / -2.9 eV
**Total charge**: 0
**Spin multiplicity**: 3

ORCA calculation (ωB97M-V/def2-TZVPD) on a single C3H4S3 molecule at a distorted geometry.

Cartesian coordinates (Å):
C -0.5317 -0.6284 -1.1755
C -0.9854 -0.2903 0.2578
C 1.5175 0.6846 0.8176
H 0.4785 -0.5345 -1.4672
H -1.2201 0.7749 0.3116
H -1.7774 -1.0259 0.4653
H 1.3245 0.9266 -0.2572
S -1.7177 -1.0137 -2.2217
S 0.3215 -0.4375 1.5550
S 2.5903 1.5443 1.7143

Output
**ΔE to the lowest compared entry with this formula, charge and spin**: 1.860 eV
**HOMO energy**: -9.0156 eV
**SMILES**: S=CCSC=S
**E_LUMO**: -0.9 eV
**Total charge**: 0

ORCA calculation (ωB97M-V/def2-TZVPD) on C3H5Br as an isolated structure at a distorted geometry.

Cartesian coordinates (Å):
C -0.7697 -0.9971 -0.2487
C 1.8272 0.9829 0.4309
C 0.7128 1.2398 0.9293
Br 2.5638 -0.4276 -0.7905
H -1.0924 -0.1903 0.7665
H 0.2702 -1.0010 -0.6248
H -1.1065 -1.8575 -0.7447
H 0.1944 1.7387 1.6747
H -1.3948 -0.4058 -1.3596

Output
**ΔE to the lowest compared entry with this formula, charge and spin**: 5.546 eV
**HOMO energy**: -10.3117 eV
**E_LUMO**: -0.9 eV
**Total charge**: 0

ORCA calculation (ωB97M-V/def2-TZVPD) on a single C3H5Br molecule at a distorted geometry.

Cartesian coordinates (Å):
C 0.0453 -0.5610 -0.5549
C -0.1238 0.8695 -0.0110
C 1.1497 -0.7237 0.3863
Br 2.8214 0.0662 -0.0306
H -0.8552 -1.2988 -0.3151
H 0.0846 -0.3202 -1.6340
H 0.3435 1.6201 -0.4630
H -0.4645 0.9796 0.9744
H 1.2229 -1.0110 1.4243

Output
**ΔE to the lowest compared entry with this formula, charge and spin**: 2.835 eV
**HOMO energy**: -7.9044 eV
**E_LUMO**: 0.5 eV
**Total charge**: 0

ORCA calculation (ωB97M-V/def2-TZVPD) on a single C3H5BrClNO2 molecule at a distorted geometry.

Cartesian coordinates (Å):
C 1.3647 -0.4369 -0.0273
C -1.9812 0.7962 0.2701
C -0.5694 0.5082 0.7322
N 2.2193 -0.8789 -1.1877
O 1.7861 -0.5986 1.0776
O 0.2459 0.1169 -0.3967
Cl 3.2677 -2.1860 -0.8155
Br 1.3150 -0.9731 -2.8014
H -2.0198 1.7090 -0.3169
H -2.3516 -0.0270 -0.3343
H -2.6178 0.9072 1.1441
H -0.5511 -0.3182 1.4514
H -0.1078 1.3812 1.2043

Output
**HOMO energy**: -9.4942 eV
**SMILES**: CCOC(=O)N(Cl)Br
**E_LUMO**: -0.3 eV
**Total charge**: 0

ORCA calculation (ωB97M-V/def2-TZVPD) on a 2-piece molecular cluster, C3H5BrN3 overall at a distorted geometry.

Cartesian coordinates (Å):
C 1.2322 0.5456 0.3644
C -0.4816 0.2870 1.7849
C 0.6041 -0.3318 -0.7214
N 0.6456 0.9157 1.4331
N -1.0640 -0.6211 1.0809
N -0.7139 -0.8180 -0.1566
Br -1.6571 0.1417 -3.2547
H 2.2437 0.9829 0.2396
H -0.9808 0.6932 2.7807
H 0.2732 0.1203 -1.6540
H 1.3327 -1.0062 -1.0366
H -1.4340 -0.9095 -0.8604

Output
**ΔE to the lowest compared entry with this formula, charge and spin**: 3.851 eV
**HOMO energy (spin up / spin down)**: -15.4911 / -14.6414 eV
**E_LUMO (spin up / spin down)**: -7.4 / -7.9 eV
**Total charge**: +1

ORCA calculation (ωB97M-V/def2-TZVPD) on a 2-piece molecular cluster, C3H5BrN4O2 overall at a distorted geometry.

Cartesian coordinates (Å):
C -1.7391 1.0952 0.2630
C 0.2093 0.7663 -0.3699
C 0.5221 -1.5182 0.6856
N -0.8346 1.6502 -0.4478
N -1.3945 -0.0944 0.7308
N -0.0436 -0.2423 0.4412
N 1.5483 1.1680 -0.8113
O 1.6974 2.2919 -1.2239
O 2.4510 0.3907 -0.5796
Br 0.0688 -0.8479 -2.7396
H -2.7030 1.5083 0.2946
H 1.2578 -1.8913 -0.1893
H 1.0830 -1.5753 1.5906
H -0.1783 -2.2797 0.8073
H -1.9444 -0.4216 1.5483

Output
**ΔE to the lowest compared entry with this formula, charge and spin**: 0.573 eV
**HOMO energy (spin up / spin down)**: -8.1634 / -8.1637 eV
**E_LUMO (spin up / spin down)**: -1.6 / -1.6 eV
**Total charge**: 0

ORCA calculation (ωB97M-V/def2-TZVPD) on an isolated ion of composition C3H5BrO2P and charge -1 at a distorted geometry.

Cartesian coordinates (Å):
C -1.8372 -1.1633 0.2160
C -0.7693 -0.6884 0.8149
C 1.6960 0.3599 -0.6917
O -0.9216 1.7264 -0.5519
O 0.2591 1.5668 1.7073
P -0.1234 0.9334 0.3880
Br 2.5022 1.8187 -1.6642
H -2.0703 -2.1595 0.4954
H -2.0438 -0.9523 -0.7944
H -0.5202 -1.1563 1.7313
H 1.2282 -0.1739 -1.5141
H 2.6005 -0.1114 -0.1366

Output
**ΔE to the lowest compared entry with this formula, charge and spin**: 0.005 eV
**HOMO energy**: -4.6245 eV
**SMILES**: C=C[P@@](=O)([O-])CBr
**E_LUMO**: 3.5 eV
**Total charge**: -1

ORCA calculation (ωB97M-V/def2-TZVPD) on C3H5BrO2S as an isolated structure at a distorted geometry.

Cartesian coordinates (Å):
C 2.1018 0.1000 1.4283
C 1.8336 1.3470 0.5270
C -1.4394 0.2928 -1.2086
O 3.9682 -0.0708 -0.4806
O 1.7445 -0.8500 -1.1069
S 2.5585 0.0045 -0.2339
Br 0.0511 1.4005 -0.1356
H 2.9128 0.5386 2.0287
H 1.4192 -0.3696 2.1096
H -1.7979 1.1202 -1.8113
H -2.2437 0.1021 -0.4989
H -1.1540 -0.5473 -1.7666

Output
**ΔE to the lowest compared entry with this formula, charge and spin**: 5.363 eV
**HOMO energy (spin up / spin down)**: -8.9582 / -8.9597 eV
**E_LUMO (spin up / spin down)**: -1.4 / -1.4 eV
**Total charge**: 0

ORCA calculation (ωB97M-V/def2-TZVPD) on a 2-piece molecular cluster, C3H5BrS overall at a distorted geometry.

Cartesian coordinates (Å):
C 0.4395 0.9368 -1.7746
C -0.1083 -0.8085 0.3869
C -0.4131 -0.1836 1.6770
S -1.7975 -0.9952 0.7809
Br 1.0817 -2.2895 0.0311
H 1.2229 1.5515 -1.5798
H -0.3597 1.1256 -1.1603
H -0.1836 -0.6877 2.7519
H -0.5000 0.9339 1.5598
H 0.6181 0.4166 -2.6729

Output
**ΔE to the lowest compared entry with this formula, charge and spin**: 4.769 eV
**HOMO energy (spin up / spin down)**: -8.3009 / -8.7241 eV
**E_LUMO (spin up / spin down)**: 0.2 / -0.8 eV
**Total charge**: 0

ORCA calculation (ωB97M-V/def2-TZVPD) on a 2-piece molecular cluster, C3H5BrS overall at a distorted geometry.

Cartesian coordinates (Å):
C 1.6381 0.3546 0.5547
C 1.2354 0.2117 -0.6780
C -2.2634 -0.5393 0.2364
S -1.2350 -1.7886 0.1081
Br -2.0218 1.1880 -0.4613
H 1.4407 -0.5005 1.1587
H 2.1474 1.3786 0.8266
H 1.2608 1.1326 -1.2604
H 1.0201 -0.7482 -1.2489
H -3.2222 -0.6888 0.7640

Output
**ΔE to the lowest compared entry with this formula, charge and spin**: 2.004 eV
**HOMO energy**: -9.0673 eV
**SMILES**: S=CBr.C=C
**E_LUMO**: -0.8 eV
**Total charge**: 0

Computed values of E (unit: eV) for the preceding records, in sequence: -24844.587; -24842.027; -35679.616; -73228.082; -73230.793; -91340.178; -77693.034; -83284.540; -86619.882; -88157.847; -84064.509; -84067.274.